Entry 1:
Density functional theory data (ωB97M-V with the def2-TZVPD basis set) for a structure of composition C25H45NP2SYb in a non-equilibrium geometry.

```
75
Properties=species:S:1:pos:R:3:forces:R:3:mulliken_charge:R:1
Yb 0.958254 0.130344 -1.685978 1.3 5.9 4.3 -0.160
C 2.609814 1.613371 0.582542 -0.6 0.6 -0.3 0.720
C 2.402806 2.172077 -0.705152 -1.2 -0.8 0.4 0.055
C 0.560712 2.654577 0.599715 0.9 -0.6 -1.0 0.785
C 1.524624 2.004555 1.403081 0.0 -0.3 -0.9 0.976
C 1.086172 2.736506 -0.725616 0.3 -0.7 0.7 0.158
C 3.793135 0.847028 1.037948 0.7 0.0 0.3 -1.724
H 4.304780 0.335141 0.209371 -0.1 0.1 0.2 0.404
H 3.493017 0.078067 1.765474 0.2 0.1 -0.1 0.191
H 4.531048 1.498062 1.536228 0.0 -0.3 -0.1 0.315
C 1.535720 2.020374 2.879822 -0.1 0.0 0.5 -1.468
H 2.408214 1.490562 3.277448 -0.1 0.1 0.0 0.316
H 0.628964 1.571826 3.301770 0.1 0.2 0.2 0.054
H 1.588321 3.061795 3.235038 0.0 -0.3 0.1 0.352
C -0.660471 3.318378 1.092439 -0.4 0.3 0.1 -1.541
H -0.420890 4.343118 1.411593 -0.2 -0.1 0.1 0.289
H -1.084242 2.782577 1.947887 -0.1 0.1 0.0 0.189
H -1.427475 3.381015 0.313152 0.0 0.0 0.2 0.222
C 0.334109 3.182732 -1.927429 0.0 0.7 -0.4 -0.973
H 0.842109 4.012508 -2.451009 -0.2 -0.3 0.0 0.318
H -0.652302 3.551375 -1.625982 0.1 -0.1 -0.2 0.340
H 0.161276 2.389211 -2.694568 0.0 0.3 0.1 0.078
C 3.334105 1.992991 -1.845516 0.4 -0.1 -0.3 -1.323
H 4.352903 2.210902 -1.487268 -0.2 -0.1 -0.5 0.421
H 3.096275 2.674361 -2.676691 0.2 -0.3 0.1 0.251
H 3.364184 0.931059 -2.216990 0.2 0.5 -0.2 0.352
C 0.584095 -2.024201 -1.157700 -2.3 -1.5 1.5 0.581
C 1.876601 -1.935224 -1.606148 3.3 -1.2 0.4 0.145
C 2.326566 -2.254687 -3.011053 0.4 -0.7 -0.1 -1.122
C 2.168229 -1.130421 -4.066015 0.8 -0.3 -0.7 -0.898
C 1.004403 -0.182541 -3.929226 0.0 0.0 -2.2 -0.270
C -0.229263 -0.504680 -3.467746 -1.6 -0.7 -2.2 -0.198
C -0.748118 -1.922619 -3.373272 -0.3 -0.5 0.1 -0.769
C -0.573189 -2.548905 -1.973140 -0.4 -0.7 0.5 -1.013
H 1.867023 -3.184805 -3.385454 -0.1 0.3 0.1 0.357
H 2.181107 -1.588699 -5.078128 -0.2 0.2 0.4 0.443
H 3.399140 -2.511978 -2.921946 -0.4 0.2 -0.3 0.343
H -0.489127 -3.639180 -2.084349 0.0 0.0 -0.2 0.341
H 0.410972 -2.009281 -0.062420 0.1 -0.2 -0.4 -0.472
H 2.708452 -1.932167 -0.855769 -0.8 0.0 -0.5 0.371
H -1.485421 -2.434992 -1.369259 0.1 0.2 -0.2 0.228
H -1.816623 -1.931472 -3.637143 0.2 0.1 0.1 0.481
H -1.001126 0.282603 -3.340419 0.4 -0.2 -0.4 0.581
H -0.295206 -2.582351 -4.130106 0.2 0.5 0.2 0.352
H 3.091242 -0.523448 -4.063473 -0.4 -0.1 0.1 0.425
H 1.197897 0.801655 -4.383303 -0.2 -0.1 0.6 0.404
P 0.209921 -1.900076 3.139961 -1.1 -0.2 1.8 0.903
C 0.896414 -1.232677 4.655443 0.3 -0.5 0.0 -1.223
H 1.142164 -2.128619 5.243378 0.1 0.4 0.2 0.467
H 0.177310 -0.599717 5.183505 0.2 -0.2 -0.1 0.432
H 1.815997 -0.676647 4.416825 -0.3 -0.1 0.1 0.323
C -1.160228 -3.026801 3.435238 0.6 -0.4 0.5 -1.300
H -0.750093 -3.829987 4.057190 -0.5 -0.1 0.0 0.474
H -1.481167 -3.422487 2.463061 0.0 0.1 0.2 0.377
H -1.981649 -2.500448 3.932270 0.2 -0.3 -0.1 0.410
C 1.500970 -2.964732 2.456229 0.4 0.4 -0.9 -1.144
H 1.224203 -3.414947 1.497507 0.0 0.2 0.1 0.420
H 1.619378 -3.776089 3.191447 -0.3 0.3 0.0 0.485
H 2.464671 -2.449599 2.367938 -0.3 0.0 -0.1 0.366
P -3.726667 0.717587 -0.039034 -0.9 0.0 -0.1 0.729
C -4.341148 1.700101 -1.469924 0.5 0.1 0.0 -1.183
H -5.376645 1.513553 -1.771544 0.1 -0.1 0.2 0.373
H -3.675137 1.430665 -2.298502 -0.2 0.2 -0.1 0.276
H -4.197922 2.764080 -1.265000 -0.1 -0.1 -0.1 0.366
C -4.318498 -0.932447 -0.617520 0.3 -0.1 0.1 -1.182
H -3.773054 -1.186284 -1.535789 -0.1 0.0 0.1 0.215
H -5.397563 -0.984841 -0.809732 0.2 0.1 0.1 0.419
H -4.043813 -1.667017 0.147025 -0.2 -0.1 -0.2 0.303
C -5.020861 1.098711 1.234681 0.3 0.0 0.4 -1.259
H -6.055937 0.841243 0.972287 0.3 0.0 -0.2 0.381
H -4.973929 2.169027 1.475973 0.0 -0.2 -0.1 0.350
H -4.753951 0.560676 2.157171 -0.2 0.1 -0.2 0.314
S -1.036561 -0.342866 2.405726 0.0 1.1 -1.5 0.457
C -1.681140 0.266242 3.873675 -0.6 0.6 2.1 0.012
N -2.147883 0.747277 4.845275 1.2 -1.3 -2.6 -0.468
```
Forces are in eV/Å.

- E_LUMO (alpha / beta) (eV) = -4.50 / -4.50
- orbital gap (alpha / beta) (eV) = 3.84 / 4.51
- ⟨S²⟩ = 0.982
- 2S+1 = 2
- charge = +1
- HOMO (alpha / beta) (eV) = -8.3 / -9.0

Entry 2:
Density functional theory data (ωB97M-V with the def2-TZVPD basis set) for a cluster of 4 separate species, C3H11O5 in total in a non-equilibrium geometry.

```
19
Properties=species:S:1:pos:R:3:forces:R:3:nbo_charge:R:1
O 3.180420 0.051925 1.829366 0.9 0.2 1.5 -0.761
C 2.070490 0.269181 1.350148 1.4 -1.6 -2.2 0.788
O 1.203563 1.092929 1.652073 -1.4 1.0 0.7 -0.819
C 1.843441 -0.634565 0.069869 -0.1 -1.4 1.2 -0.540
C 0.955392 0.066908 -0.903173 -0.8 1.8 0.4 -0.631
H 2.823468 -0.993774 -0.351740 -0.8 0.9 0.4 0.204
H 1.431454 -1.615683 0.470311 -0.1 1.1 -0.5 0.198
H 1.487129 0.324120 -1.769220 0.8 0.3 -1.5 0.190
H 0.054309 -0.394724 -1.200176 -0.9 -1.2 -0.3 0.198
H 0.575740 1.065363 -0.530913 0.8 -1.0 0.0 0.208
H -0.489763 1.377329 1.029091 0.9 -0.1 0.1 0.522
H -1.703643 1.432622 1.840168 -0.9 0.3 2.4 0.463
O -1.462976 1.350223 0.955251 0.4 -0.2 -2.1 -0.971
H -1.500021 -0.340338 0.691588 -0.9 -1.7 -0.7 0.509
H -1.875927 -1.856229 1.153114 0.2 1.1 -1.4 0.465
O -1.836552 -1.263281 0.351761 0.5 0.6 1.8 -1.022
H -1.710595 0.485315 -2.479935 1.1 0.7 -0.1 0.465
H -2.509878 -0.452070 -1.637035 -0.2 0.7 -1.5 0.498
O -2.536052 0.034754 -2.520545 -0.8 -1.5 1.7 -0.964
```
Forces are in eV/Å.

- E_LUMO (eV) = 3.44
- orbital gap (eV) = 7.75
- 2S+1 = 1
- charge = -1
- HOMO (eV) = -4.3

Entry 3:
Density functional theory data (ωB97M-V with the def2-TZVPD basis set) for a structure of composition C23H25AuF6NO4PS2 in a non-equilibrium geometry.

```
63
Properties=species:S:1:pos:R:3:forces:R:3:nbo_charge:R:1
Au -0.358930 -0.332712 -0.079490 -0.2 -0.8 0.7 0.823
F -4.019273 2.313806 1.820926 0.0 0.0 0.0 -0.311
C -3.093470 3.239901 1.567913 0.2 0.0 -0.1 0.747
F -2.966610 4.018751 2.636917 0.0 0.0 -0.1 -0.302
F -3.481857 3.970571 0.530472 0.0 0.0 0.0 -0.301
S -1.496794 2.372483 1.215100 -0.6 0.2 0.4 2.237
O -1.791083 1.537053 0.054944 0.0 -0.1 -0.1 -0.981
O -1.197167 1.673502 2.430830 0.0 0.0 0.3 -0.944
N -0.570765 3.606421 0.915424 0.3 -0.2 0.0 -1.187
S 0.855281 3.177154 0.368585 0.3 -0.3 -0.5 2.238
O 1.924156 3.994530 0.828360 -0.1 0.3 0.1 -0.894
O 1.043712 1.736489 0.427957 0.1 0.3 0.1 -1.002
C 0.723265 3.516747 -1.471053 -0.1 0.0 0.1 0.723
F -0.551239 3.497762 -1.858621 0.1 0.0 -0.1 -0.309
F 1.242193 4.704619 -1.770518 0.0 0.0 0.0 -0.307
F 1.388351 2.577590 -2.143217 0.0 0.1 0.0 -0.309
C -2.750539 -1.327806 3.512886 0.1 0.1 0.0 -0.608
C -1.281957 -1.049473 3.821238 0.1 -0.1 -0.3 -0.719
P -0.232508 -1.219370 2.318698 0.0 0.0 -0.1 0.853
C -0.082071 -3.053740 2.131711 0.1 0.1 0.3 -0.726
C 0.503468 -3.864842 3.287712 -0.1 0.0 -0.1 -0.613
C 1.447335 -0.646475 2.796789 -0.2 -0.2 0.3 -0.731
C 1.828230 -0.778899 4.272244 0.1 0.0 -0.1 -0.612
H -3.345518 -1.261550 4.424068 0.0 0.0 0.0 0.216
H -2.885902 -2.323739 3.087248 -0.1 0.0 0.0 0.196
H -3.130944 -0.594212 2.801643 0.0 0.0 0.0 0.224
H -0.898320 -1.747686 4.568775 0.0 0.1 0.1 0.215
H -1.160185 -0.032513 4.184620 0.0 0.0 0.1 0.255
H 0.534220 -3.200965 1.246814 0.0 0.0 -0.1 0.231
H -1.081017 -3.419451 1.876386 0.0 0.0 0.0 0.225
H 1.549028 -3.605719 3.451378 0.0 0.0 0.0 0.207
H 0.461925 -4.928094 3.041544 0.0 0.0 0.1 0.214
H -0.044334 -3.719323 4.218996 0.0 0.0 0.0 0.204
H 1.498145 0.398125 2.492361 0.0 0.0 -0.1 0.264
H 2.137045 -1.204051 2.156555 0.0 0.1 0.0 0.229
H 1.180500 -0.164352 4.896086 0.0 0.0 0.0 0.212
H 2.853660 -0.432609 4.410946 0.0 0.0 0.1 0.219
H 1.770125 -1.807165 4.625964 0.0 0.0 0.0 0.200
C 0.197509 -1.958264 -0.968128 -0.1 1.0 -0.9 -0.257
C 0.328037 -3.120787 -1.376587 0.1 -1.2 -0.1 -0.161
C 0.426567 -4.423999 -1.770388 -0.3 1.1 0.5 0.089
C 1.683342 -5.123733 -1.574105 0.6 -0.4 0.0 -0.051
C 1.716662 -6.505198 -1.330195 -0.2 0.2 -0.1 -0.175
C 2.911472 -7.139228 -1.049880 0.1 -0.1 0.1 -0.221
C 4.098832 -6.420017 -1.018875 -0.1 0.0 0.0 -0.166
C 4.081148 -5.052255 -1.264781 0.1 0.0 0.0 -0.215
C 2.889011 -4.407844 -1.527804 -0.2 0.0 -0.1 -0.159
C -0.772414 -5.077698 -2.278760 -0.3 -0.4 -0.4 -0.135
C -0.683662 -6.095866 -3.238926 0.1 0.2 0.1 -0.109
C -1.825911 -6.712980 -3.712226 0.0 -0.1 -0.1 -0.237
C -3.074256 -6.337473 -3.234456 0.1 0.1 0.0 -0.168
C -3.176147 -5.316235 -2.298110 -0.1 0.0 0.0 -0.213
C -2.040631 -4.679301 -1.837488 0.2 0.0 0.1 -0.142
H 0.792942 -7.067122 -1.317069 0.0 0.0 0.0 0.225
H 2.913851 -8.199808 -0.835180 0.0 0.0 0.0 0.222
H 5.028602 -6.921085 -0.785149 0.0 0.0 0.0 0.222
H 5.000375 -4.482199 -1.241006 0.0 0.0 0.0 0.226
H 2.867172 -3.342646 -1.719982 0.0 0.0 0.0 0.234
H 0.285760 -6.367949 -3.635191 0.0 -0.1 0.0 0.215
H -1.740640 -7.486454 -4.464198 0.0 0.0 0.0 0.222
H -3.963916 -6.828381 -3.605710 0.0 0.0 0.0 0.222
H -4.145938 -5.014376 -1.925684 0.0 0.0 0.0 0.225
H -2.110576 -3.878900 -1.112081 0.0 0.0 0.0 0.231
```
Forces are in eV/Å.

- E_LUMO (alpha / beta) (eV) = -2.38 / -2.39
- orbital gap (alpha / beta) (eV) = 5.23 / 5.23
- 2S+1 = 1
- HOMO (alpha / beta) (eV) = -7.6 / -7.6

Entry 4:
Density functional theory data (ωB97M-V with the def2-TZVPD basis set) for a structure of composition C15H15N5O3S2 in a non-equilibrium geometry.

```
40
Properties=species:S:1:pos:R:3:forces:R:3:nbo_charge:R:1
O -1.716432 -3.133849 0.553560 4.1 3.2 1.1 -0.946
S -0.505994 -2.211072 0.896712 -3.2 -11.2 -6.4 2.353
O -0.334884 -1.771275 2.152371 1.0 2.8 7.9 -0.937
N 0.978490 -2.993240 0.471736 1.5 -0.9 0.8 -0.734
C 1.878184 -3.600063 1.684413 -14.0 -3.4 -1.6 -0.147
H 1.592478 -3.084181 2.479113 -0.2 2.5 3.6 0.203
C 1.072803 -5.169206 1.920902 10.0 0.5 -2.6 -0.104
H 2.016865 -5.607269 2.494148 -3.1 0.2 0.0 0.212
O 1.348050 -5.915036 0.609307 -2.9 2.3 1.4 -0.551
C 0.415779 -5.262189 -0.333843 7.1 -4.8 -5.3 -0.040
H 0.486991 -6.061962 -1.425333 -0.5 2.2 3.3 0.160
C 0.985430 -3.997989 -0.806247 -5.9 3.3 5.7 -0.224
H 0.250366 -3.364487 -1.236039 -0.9 -0.3 -1.9 0.216
H 1.825513 -3.914642 -1.294270 4.7 -0.1 -2.2 0.204
H -0.498496 -5.262763 0.007997 -4.8 0.3 1.7 0.192
H 0.099062 -5.099860 2.235201 -2.2 -0.1 0.9 0.197
H 2.718355 -3.639802 1.324972 9.1 -0.7 -3.2 0.168
C -0.567213 -0.971435 -0.105770 1.2 6.2 -6.1 -0.536
C -1.286332 -0.730203 -1.353347 -5.0 -13.4 5.8 0.169
N -1.464596 0.181930 -2.078614 2.9 8.6 -4.4 -0.410
C -0.402966 1.174415 -1.771455 -11.8 2.3 -13.3 0.131
C 0.291122 1.039754 -0.826100 13.3 7.9 6.2 -0.320
C 0.376052 0.053947 -0.027206 -1.4 -7.3 6.6 -0.055
H 0.937138 -0.091274 0.871974 1.2 0.9 0.1 0.245
H 1.386891 1.985754 -0.753077 -3.5 -2.7 0.0 0.215
S -0.605106 2.637485 -2.962151 0.7 -0.9 3.0 0.259
C 0.099019 3.865880 -1.773837 2.4 -5.3 -10.2 0.207
N 1.339968 4.381045 -2.243287 -6.0 0.1 7.3 -0.176
N 1.342573 5.223613 -1.122534 5.6 4.2 -1.6 -0.288
C 0.264137 5.399867 -0.418065 3.8 -6.7 -8.0 0.230
C 0.033344 6.167856 0.541175 -4.1 5.3 9.5 -0.227
C -1.131700 5.973725 1.238568 -4.7 0.2 -0.5 -0.182
C -2.169603 5.038734 0.635751 7.4 4.6 2.0 -0.241
C -1.778553 4.245943 -0.245927 -2.0 -6.8 -8.7 0.038
N -0.571202 4.403230 -0.851826 -1.2 2.3 3.1 -0.382
H -2.446523 3.495831 -1.032056 1.5 1.9 3.0 0.228
H -2.952396 4.932175 1.129945 -7.2 -0.7 3.8 0.207
H -1.834153 6.553241 2.005049 3.1 -0.5 -1.1 0.242
H 0.670514 6.870020 0.970403 1.5 1.1 -0.1 0.256
H -2.142976 -1.742649 -1.562314 2.5 2.8 0.6 0.171
```
Forces are in eV/Å.

- E_LUMO (eV) = -0.80
- orbital gap (eV) = 7.95
- 2S+1 = 1
- HOMO (eV) = -8.7

Calculated values (kcal per mole) of energy above the lowest of the compared OMol25 structures with the same formula, charge and spin for the records, taken in order: 188.05; 19.53; 28.09; 452.62.